1.
61
Properties=species:S:1:pos:R:3 method="wB97M-V/def2-TZVPD" homo_lumo_gap_ev="6.6896 / 6.8452" multiplicity=3 total_charge=+1 relative_energy_kcal_mol=42.0 homo_energy_ha="-0.3673 / -0.3863" largest_force_ev_per_a=0.5
W -0.18555 0.12917 -0.01917
O 2.38879 1.10909 -1.46797
C 1.97512 1.09373 -2.80201
C 0.52066 1.47370 -2.98670
C 0.20576 2.21229 -4.11692
C -1.09045 2.62847 -4.35496
C -2.05220 2.30993 -3.41633
C -1.68126 1.57379 -2.31256
N -0.42988 1.10889 -2.09267
H 2.72499 1.97156 -1.20006
H 2.13441 0.07907 -3.17735
H 2.57359 1.75533 -3.43039
H 1.00234 2.47735 -4.79869
H -1.33302 3.21187 -5.23289
H -3.07642 2.64014 -3.51003
H -2.41096 1.35460 -1.55227
O 4.52455 -4.26651 -0.56550
C 3.32785 -3.95668 -0.04729
O 2.93826 -4.42470 0.97647
C 2.46453 -3.02203 -0.84606
C 1.72563 -3.28726 -1.97983
N 0.90319 -2.23996 -2.17617
N 1.08528 -1.28492 -1.24536
C 2.03823 -1.75512 -0.44959
C 2.44282 -0.92933 0.72206
O 3.40017 -1.22046 1.39084
O 1.65086 0.09548 0.90564
H 4.73202 -3.70968 -1.32591
H 1.71741 -4.13617 -2.64394
H 0.28205 -2.09741 -2.95301
Br -3.76448 0.75265 1.20471
C -3.30020 -0.79082 0.25090
C -4.07403 -1.93036 0.39577
C -3.88726 -2.96783 -0.49496
C -2.97024 -2.80732 -1.52897
C -2.19895 -1.67097 -1.54058
N -2.29098 -0.69120 -0.62194
H -4.81655 -1.97315 1.17808
H -4.47433 -3.87223 -0.41109
H -2.85223 -3.55676 -2.29803
H -1.47414 -1.48906 -2.31803
Se -0.30787 2.64180 0.28478
C -0.01154 3.06393 2.13431
C 1.01358 2.48966 2.87980
C 1.19580 2.88111 4.19810
C 0.37116 3.84283 4.76745
C -0.63563 4.42243 4.01276
C -0.83193 4.03457 2.69331
H 1.67388 1.76566 2.42633
H 1.99575 2.44079 4.78015
H 0.51936 4.14531 5.79564
H -1.27529 5.17858 4.44893
H -1.62265 4.48232 2.10480
C 0.64042 -1.55564 3.39568
S -0.73270 -1.32053 2.32516
O -0.35114 -1.85062 0.96680
O -1.90575 -1.88454 2.89887
O -0.84154 0.15366 1.99658
H 1.15182 -2.46215 3.07202
H 0.25529 -1.66764 4.40542
H 1.30358 -0.69872 3.30584



2.
52
Properties=species:S:1:pos:R:3 method="wB97M-V/def2-TZVPD" homo_lumo_gap_ev="6.8614 / 6.4335" multiplicity=6 total_charge=0 homo_energy_ha="-0.2970 / -0.3002" largest_force_ev_per_a=0.5
Fe -0.73735 1.05567 -0.04609
C 2.39304 -3.54060 0.99599
C 3.29472 -2.64279 0.43546
C 2.94156 -1.31568 0.25920
C 1.67760 -0.89410 0.65022
C 0.76706 -1.78514 1.19623
C 1.13001 -3.11011 1.37671
N 1.24189 0.45290 0.45556
N 2.11110 1.33648 0.39359
C 1.61532 2.63021 0.09386
C 2.54118 3.66379 0.13800
C 2.11931 4.95334 -0.13850
C 0.78764 5.18264 -0.46104
C -0.12658 4.13115 -0.50887
C 0.26457 2.82720 -0.23544
H 2.67437 -4.57723 1.12780
H 4.27437 -2.98249 0.12617
H 3.62491 -0.60544 -0.18612
H -0.21251 -1.42423 1.48566
H 0.42503 -3.80656 1.81138
H 3.57104 3.44021 0.38840
H 2.82083 5.77643 -0.10597
H 0.45516 6.18994 -0.68041
H -1.15660 4.34782 -0.76995
C -6.87207 -2.19320 -0.62617
C -5.71230 -1.42770 -0.04614
C -5.03630 -1.88777 1.07342
C -3.96785 -1.18951 1.62764
C -3.28061 -1.74624 2.84691
C -3.57087 0.01130 1.03242
Se -2.15333 1.03882 1.85632
C -4.23262 0.50056 -0.09912
C -3.84057 1.78685 -0.77934
C -5.29213 -0.23451 -0.61690
H -6.84068 -3.24140 -0.32894
H -6.86676 -2.14720 -1.71552
H -7.82341 -1.77930 -0.28374
H -5.33872 -2.82544 1.52891
H -3.72755 -2.69650 3.13754
H -3.34919 -1.06028 3.69353
H -2.21885 -1.91192 2.66150
H -2.84551 1.72076 -1.22995
H -3.83460 2.62408 -0.07924
H -4.52986 2.01180 -1.59205
H -5.79614 0.13453 -1.50410
Cl -3.06063 -2.87863 -2.02575
C -1.57228 -2.07878 -2.59963
C -1.73630 -0.57320 -2.48856
O -2.29663 0.07409 -3.33564
O -1.20069 -0.08139 -1.39494
H -1.42366 -2.34825 -3.64043
H -0.75286 -2.43187 -1.98088



3.
51
Properties=species:S:1:pos:R:3 method="wB97M-V/def2-TZVPD" homo_lumo_gap_ev=7.8385 total_charge=0 relative_energy_kcal_mol=331.0 homo_energy_ha=-0.2760 smiles="CC[C@@H](C(=O)Nc1cc(C(=O)Nc2cc(C)ccn2)ccc1Cl)c1ccccc1" largest_force_ev_per_a=12.7
C -4.38268 -3.55810 1.01577
C -2.99099 -2.87186 0.51455
H -2.13432 -3.21751 1.00807
H -2.92775 -3.02344 -0.58002
C -3.15107 -1.54059 0.69168
C -4.27029 -0.72257 0.08162
C -5.44249 -0.23247 0.79215
C -6.31918 0.58489 -0.25561
C -6.16670 0.73997 -1.59132
C -4.94264 0.14503 -2.10809
C -4.09837 -0.28015 -1.32285
H -3.25781 -0.78414 -1.91479
H -4.80936 0.12619 -3.27476
H -6.82759 1.32771 -2.05056
H -7.18849 0.95412 0.21498
H -5.57277 -0.25064 1.81610
C -1.75649 -0.90937 0.68690
O -0.81558 -1.44706 0.59324
N -1.73703 0.72583 0.56793
C -0.84412 1.57120 0.51940
C 0.48147 1.15408 0.31640
C 1.40016 2.20018 0.32960
C 1.16290 3.54940 0.01695
C -0.22355 3.86377 0.12342
C -1.14475 3.03486 -0.08029
Cl -2.73020 3.36552 0.12415
H -0.42729 4.65668 -0.22576
H 1.98805 4.32272 -0.22715
C 2.89737 1.73553 0.29368
O 3.84833 2.56334 0.54251
N 3.27031 0.59975 -0.23087
C 4.46586 -0.16200 -0.40872
N 4.44212 -1.34416 -0.71283
C 5.50768 -2.20323 -0.88693
C 6.74592 -1.63525 -0.55559
C 6.91631 -0.05808 -0.04908
C 5.73217 0.47668 -0.11731
H 5.71569 1.50500 0.68022
C 8.18591 0.37767 0.27118
H 7.97337 1.46658 0.74701
H 8.91386 0.30000 -0.47312
H 8.57569 -0.21025 1.23209
H 7.56574 -2.21693 -0.65416
H 5.35800 -3.22645 -1.20725
H 2.39465 -0.06082 -0.52535
H 0.92228 0.06496 0.60858
H -2.67995 0.93404 0.71474
H -3.27708 -1.39449 1.94923
H -4.56982 -3.36944 1.89878
H -5.41737 -3.05888 0.46204
H -4.35812 -4.56782 0.63941



4.
53
Properties=species:S:1:pos:R:3 method="wB97M-V/def2-TZVPD" homo_lumo_gap_ev=7.6793 total_charge=0 homo_energy_ha=-0.2941 smiles="Cc1ccc(C)c(N2CCN(c3cnn(-c4nc5ccccc5s4)c(=O)c3Cl)CC2)c1" largest_force_ev_per_a=1.5
C -6.80640 -2.29167 0.31445
C -6.14356 -0.96337 0.10623
C -4.78227 -0.88722 -0.14505
C -4.13859 0.32933 -0.36284
C -4.90103 1.50756 -0.37267
C -6.25779 1.42279 -0.09944
C -6.87792 0.21272 0.14752
H -7.93737 0.18024 0.35406
H -6.84554 2.32992 -0.10009
C -4.30743 2.84118 -0.72225
H -3.42572 2.71630 -1.34529
H -5.03930 3.43621 -1.26459
H -4.02799 3.40236 0.17045
N -2.76201 0.40791 -0.64003
C -2.07498 -0.71581 -1.22875
H -1.27476 -0.31038 -1.86247
C -1.42141 -1.66839 -0.20351
N -0.56020 -0.90114 0.67111
C 0.78719 -0.82969 0.51618
C 1.61780 -1.89231 0.18804
C 3.03537 -1.75226 0.04020
O 3.81039 -2.65438 -0.24154
N 3.52238 -0.45451 0.26050
N 2.75943 0.56626 0.61847
C 1.49308 0.40492 0.74622
H 0.96802 1.30476 1.02055
C 4.87526 -0.20783 0.12596
N 5.39104 0.95463 0.29770
C 6.73861 0.92493 0.10222
C 7.59748 2.01699 0.21031
C 8.94202 1.82607 -0.01924
C 9.44441 0.56846 -0.35415
C 8.60916 -0.52486 -0.46604
C 7.25449 -0.34591 -0.23729
S 5.96370 -1.51733 -0.30006
H 8.99438 -1.49887 -0.72450
H 10.50332 0.44910 -0.52824
H 9.62163 2.66147 0.06033
H 7.19408 2.98245 0.46963
Cl 1.09410 -3.53135 -0.01004
C -1.31681 0.14268 1.32712
H -2.14134 -0.34393 1.86103
C -1.91542 1.11600 0.29408
H -1.10255 1.59685 -0.26411
H -2.49196 1.87863 0.81289
H -0.70385 0.66614 2.05900
H -2.18122 -2.15814 0.41221
H -0.85557 -2.42848 -0.73390
H -2.76653 -1.26834 -1.86482
H -4.21855 -1.80746 -0.17078
H -6.10255 -3.02588 0.69991
H -7.63922 -2.20309 1.00831
H -7.19753 -2.66424 -0.63301



5.
56
Properties=species:S:1:pos:R:3 method="wB97M-V/def2-TZVPD" homo_lumo_gap_ev="3.5096 / 5.6424" multiplicity=2 total_charge=-1 homo_energy_ha="-0.0787 / -0.1571" largest_force_ev_per_a=5.2
Hg -0.05756 -4.49549 -0.23195
O 3.61684 -5.05909 -0.56615
C 2.62854 -5.22899 0.13855
O 1.51434 -5.72509 -0.26295
C 2.75814 -4.93959 1.63045
C 4.00794 -5.22219 2.17155
C 4.28104 -5.08319 3.51805
C 3.28414 -4.61599 4.36055
C 2.05384 -4.28729 3.83895
C 1.75714 -4.44829 2.48175
S 0.13744 -3.93419 2.03445
H 4.77354 -5.55159 1.48205
H 5.25524 -5.33839 3.91055
H 3.47354 -4.50729 5.42235
H 1.26854 -3.90489 4.47305
C -4.27546 1.72261 -1.94005
C -3.76706 1.11361 -0.62975
N -2.70436 0.16401 -0.83135
C -3.04396 -1.17299 -0.90625
C -2.14896 -2.17249 -1.07115
C -2.73326 -3.58079 -1.20015
O -3.89276 -3.65469 -1.60265
O -2.01336 -4.57749 -0.87965
C -0.74486 -1.86119 -1.17865
O 0.18344 -2.74479 -1.28225
C -0.42136 -0.47329 -1.22595
C 0.92564 -0.07689 -1.45815
C 1.24234 1.24621 -1.58635
F 2.55084 1.57681 -1.86495
C 0.31574 2.26991 -1.42755
C -1.03136 1.88091 -1.15565
C -1.39676 0.54471 -1.07795
N 0.76194 3.63781 -1.50405
C 1.81244 3.97391 -0.56815
C 1.25044 4.13371 0.85065
N 0.26944 5.25891 0.81245
C -0.83156 4.96441 -0.14675
C -0.22696 4.66811 -1.54155
H -5.07756 2.43581 -1.74725
H -4.65126 0.92361 -2.57365
H -3.47256 2.22511 -2.47395
H -4.59156 0.58231 -0.14595
H -3.43646 1.90131 0.05925
H -4.09696 -1.40569 -0.82515
H 1.67944 -0.83869 -1.54645
H -1.79756 2.63491 -1.09515
H 2.30104 4.90421 -0.88555
H 2.56264 3.18641 -0.57815
H 2.01974 4.35501 1.59175
H 0.72754 3.21301 1.12165
H 0.77124 6.09681 0.49305
H -0.11106 5.44161 1.74665
H -1.51696 5.81211 -0.17705
H -1.35136 4.07221 0.20445
H 0.23544 5.58581 -1.93115
H -1.02656 4.37481 -2.22255



6.
48
Properties=species:S:1:pos:R:3 method="wB97M-V/def2-TZVPD" homo_lumo_gap_ev=7.7592 total_charge=0 relative_energy_kcal_mol=59.2 homo_energy_ha=-0.3003 smiles="CC[C@H](C)N1CC=Cc2c(nc(-c3ccccc3)c3ccccc23)C1=O" largest_force_ev_per_a=5.6
O 2.06766 0.80302 -1.79012
N 0.65411 2.03110 0.51621
C 1.32204 0.17416 -0.98454
C -1.39220 -0.86695 -0.63983
C -0.59973 -2.02203 -0.65019
C 0.36690 0.88563 -0.10656
C 1.47696 5.86912 3.45830
C 0.21329 6.00703 2.84041
C 2.27249 4.68420 3.52108
C -0.27979 4.99203 2.12675
C 1.56590 3.66887 2.84575
C -3.27130 1.79055 3.38285
C -3.65835 0.60057 2.77877
C 0.38384 3.74337 2.15840
C -0.13905 2.58501 1.41945
C -2.10116 2.41346 2.97190
C -2.87050 0.12120 1.72135
C -0.98964 0.38688 0.04850
C -1.42632 2.00141 1.80541
C -1.76762 0.86583 1.20975
N 1.62759 -1.22118 -0.78063
C 0.68872 -2.02467 0.00417
C 3.25024 -2.66733 -3.95989
C 3.60023 -2.79922 -0.42055
C 2.37348 -2.58806 -2.74370
C 2.85746 -1.84914 -1.43535
H -2.49223 -0.85707 -0.98068
H -0.92717 -3.04839 -0.95523
H 1.85144 6.79095 3.97768
H -0.29648 6.91310 2.94125
H 3.23021 4.39270 3.98505
H -1.31578 5.00770 1.64720
H 2.12520 2.69380 2.92113
H -3.90499 2.21166 4.17537
H -4.61355 0.03562 3.06964
H -1.67573 3.28366 3.44333
H -3.14747 -0.86672 1.30757
H 0.97246 -3.00405 -0.21944
H 0.58736 -1.82224 1.06471
H 2.70912 -2.29377 -4.86980
H 4.12694 -2.15903 -3.82198
H 3.54854 -3.70210 -4.08818
H 4.01260 -2.34959 0.57235
H 4.49079 -3.27782 -0.87488
H 2.93128 -3.51609 -0.05079
H 2.03671 -3.55068 -2.50626
H 1.44094 -2.01834 -2.95712
H 3.48505 -1.04766 -1.67812



7.
50
Properties=species:S:1:pos:R:3 method="wB97M-V/def2-TZVPD" homo_lumo_gap_ev=8.6970 total_charge=0 relative_energy_kcal_mol=45.0 homo_energy_ha=-0.3040 smiles="COC(=O)[C@H](CNCc1cc(O)cc(C#N)c1)Cc1cccc2ccccc12" largest_force_ev_per_a=0.3
C 2.83204 -3.70666 -1.34361
O 2.14021 -2.45411 -1.26349
C 1.73593 -2.10873 -0.03453
O 2.04692 -2.71143 0.96097
C 0.86393 -0.87347 -0.06864
C 0.76661 -0.25136 1.31559
N 0.17076 1.07396 1.23489
C 0.05263 1.70981 2.53566
C -0.52469 3.10060 2.43551
C -1.30944 3.59677 3.46519
C -1.82125 4.88762 3.40832
O -2.58064 5.30241 4.45915
C -1.56174 5.69417 2.31236
C -0.77837 5.18695 1.27837
C -0.50946 6.01903 0.13422
N -0.29939 6.68653 -0.77702
C -0.25613 3.90109 1.32959
C -0.54165 -1.12319 -0.70649
C -0.75796 -2.44665 -1.39795
C -0.76534 -2.49684 -2.76500
C -0.92052 -3.71268 -3.46268
C -1.07109 -4.87905 -2.77476
C -1.08728 -4.87752 -1.35817
C -1.25637 -6.08049 -0.62836
C -1.27973 -6.07656 0.73531
C -1.13573 -4.86145 1.43751
C -0.96791 -3.68819 0.76109
C -0.93614 -3.65487 -0.65690
H 3.05934 -3.84910 -2.39534
H 3.74438 -3.67853 -0.75091
H 2.19044 -4.50829 -0.97843
H 1.38859 -0.16467 -0.71436
H 0.21656 -0.92715 1.98844
H 1.76839 -0.14867 1.73789
H -0.74788 1.02109 0.80755
H -0.54988 1.12313 3.24542
H 1.05751 1.77290 2.96585
H -1.54021 2.98668 4.32993
H -2.88336 6.20380 4.30863
H -1.96057 6.69913 2.25056
H 0.35047 3.52117 0.52039
H -1.28874 -1.02216 0.08765
H -0.74402 -0.32698 -1.42176
H -0.63104 -1.57989 -3.32686
H -0.91561 -3.71124 -4.54499
H -1.18725 -5.82133 -3.29674
H -1.36984 -7.00686 -1.17900
H -1.40895 -7.00163 1.28189
H -1.15009 -4.86220 2.51956
H -0.84140 -2.77177 1.32037



8.
53
Properties=species:S:1:pos:R:3 method="wB97M-V/def2-TZVPD" homo_lumo_gap_ev=8.5315 total_charge=0 relative_energy_kcal_mol=51.0 homo_energy_ha=-0.2947 smiles="COc1ccc2c(CC(=O)OCC(=O)Nc3sc4c(c3C#N)CC[C@@H](C)C4)coc2c1" largest_force_ev_per_a=1.3
C -1.66578 -3.98718 -0.81152
H -1.14262 -4.91006 -0.54426
H -2.73820 -4.17568 -0.82859
H -1.33831 -3.64507 -1.79781
O -1.47554 -2.98484 0.16389
C -0.22059 -2.50596 0.37690
C -0.12527 -1.47048 1.30196
C 1.12810 -0.93902 1.53860
C 2.28300 -1.40954 0.88216
C 2.16704 -2.44809 -0.03525
C 0.92364 -2.98808 -0.27645
H 0.83584 -3.78636 -0.99414
H 3.03394 -2.82856 -0.55349
C 3.36108 -0.61812 1.40108
C 2.78849 0.24598 2.27862
O 1.44864 0.06803 2.38326
H 3.22061 1.02080 2.88128
C 4.79823 -0.66719 0.97763
C 4.99382 0.60542 0.18673
O 5.50688 1.60898 0.58983
O 4.41591 0.48771 -1.02927
C 4.12199 1.70265 -1.71295
H 4.19325 1.50157 -2.78388
C 2.70342 2.11015 -1.31571
O 2.40661 3.17249 -0.82095
N 1.79696 1.11685 -1.52018
C 0.48890 1.22326 -1.08906
C -0.53303 0.33382 -1.34517
C -0.39958 -0.78131 -2.17616
N -0.29699 -1.68495 -2.87958
C -1.74660 0.70880 -0.68869
C -1.61236 1.85952 0.01676
S -0.00823 2.53493 -0.09177
C -2.69794 2.50411 0.80492
H -2.66566 3.58785 0.67263
C -4.06063 1.94922 0.37159
C -5.15753 2.42693 1.31719
H -6.13097 2.07796 0.98080
H -5.17878 3.51342 1.36022
H -4.98564 2.04632 2.32183
C -3.99164 0.42086 0.32555
C -3.02921 -0.05511 -0.76187
H -2.82757 -1.12203 -0.64746
H -3.47709 0.09111 -1.75051
H -4.98453 0.00885 0.13830
H -3.65372 0.05088 1.29568
H -4.27862 2.31582 -0.63753
H -2.54427 2.30320 1.87068
H 2.08985 0.23440 -1.91953
H 4.82371 2.48774 -1.41696
H 4.97348 -1.54034 0.35219
H 5.46891 -0.66627 1.83574
H -1.00544 -1.10542 1.80275



Number 1: energy -7151.180938 Eh. Number 2: energy -5274.952326 Eh. Number 3: energy -1664.094697 Eh. Number 4: energy -2097.044744 Eh. Number 5: energy -2081.563576 Eh. Number 6: energy -1074.277037 Eh. Number 7: energy -1224.895972 Eh. Number 8: energy -1773.580546 Eh.